Record 1
{"formula": "C37H28N3P2S4V", "method": "wB97M-V/def2-TZVPD", "lumo_ha": [0.079, 0.055], "energy_ev": -130901.4242, "s2": 3.812, "multiplicity": 4, "homo_lumo_gap_ev": [7.0147, 6.8706], "charge": -1, "symbols": ["V", "C", "C", "P", "C", "C", "C", "C", "C", "C", "C", "C", "C", "C", "C", "C", "C", "P", "C", "C", "C", "C", "C", "C", "C", "C", "C", "C", "C", "C", "H", "H", "H", "H", "H", "H", "H", "H", "H", "H", "H", "H", "H", "H", "H", "H", "H", "H", "H", "H", "H", "H", "H", "H", "H", "H", "S", "C", "C", "C", "C", "N", "C", "C", "C", "S", "C", "N", "H", "H", "S", "C", "N", "S", "C"], "positions_angstrom": [[-0.809, 1.364, -0.517], [2.692, -1.668, 0.672], [1.515, -2.580, 0.337], [0.146, -2.526, 1.588], [0.555, -3.969, 2.636], [1.577, -3.796, 3.573], [1.985, -4.838, 4.390], [1.356, -6.074, 4.303], [0.317, -6.248, 3.400], [-0.080, -5.206, 2.572], [-1.251, -3.106, 0.577], [-2.504, -2.558, 0.833], [-3.598, -2.889, 0.045], [-3.447, -3.779, -1.005], [-2.202, -4.343, -1.267], [-1.113, -4.007, -0.480], [2.477, -0.158, 0.525], [1.026, 0.666, 1.298], [1.262, 0.585, 3.105], [0.264, 1.145, 3.903], [0.413, 1.206, 5.280], [1.559, 0.701, 5.883], [2.553, 0.136, 5.099], [2.403, 0.080, 3.719], [1.523, 2.400, 0.997], [2.801, 2.924, 1.480], [3.032, 4.273, 1.655], [2.112, 5.223, 1.244], [0.911, 4.771, 0.514], [0.384, 3.377, 0.903], [3.520, -1.930, 0.006], [3.053, -1.896, 1.678], [1.884, -3.604, 0.238], [1.065, -2.287, -0.614], [2.043, -2.822, 3.680], [2.781, -4.681, 5.107], [1.667, -6.891, 4.941], [-0.190, -7.203, 3.336], [-0.896, -5.357, 1.876], [-2.618, -1.833, 1.630], [-4.558, -2.427, 0.236], [-4.294, -4.026, -1.634], [-2.081, -5.031, -2.095], [-0.141, -4.430, -0.706], [2.359, 0.101, -0.531], [3.376, 0.358, 0.875], [-0.642, 1.523, 3.442], [-0.371, 1.644, 5.883], [1.676, 0.751, 6.958], [3.449, -0.261, 5.559], [3.197, -0.347, 3.122], [3.553, 2.220, 1.818], [3.961, 4.591, 2.114], [2.328, 6.280, 1.322], [0.123, 5.513, 0.437], [-0.517, 3.265, 1.498], [-1.569, 2.324, -2.517], [-1.267, 1.079, -3.689], [-1.354, 1.368, -5.056], [-1.140, 0.394, -6.013], [-1.224, 0.747, -7.412], [-1.295, 1.027, -8.524], [-0.834, -0.917, -5.619], [-0.738, -1.212, -4.269], [-0.933, -0.231, -3.301], [-0.792, -0.624, -1.596], [-0.622, -1.957, -6.595], [-0.455, -2.798, -7.360], [-1.593, 2.376, -5.370], [-0.505, -2.224, -3.963], [-2.500, 1.159, 1.140], [-3.747, 2.179, 0.570], [-4.614, 2.861, 0.229], [1.340, 4.133, -1.201], [0.775, 2.640, -0.379]], "atomic_forces_ev_per_a": [[-0.13, 0.05, -0.21], [0.09, -0.04, 0.06], [0.07, -0.11, -0.01], [-0.10, 0.33, 0.02], [0.15, -0.09, 0.01], [0.02, 0.01, 0.04], [-0.06, -0.03, -0.03], [0.02, 0.06, -0.01], [-0.01, -0.01, 0.01], [-0.04, -0.04, -0.01], [-0.11, -0.18, 0.03], [-0.02, -0.02, 0.00], [0.03, -0.02, -0.01], [0.00, 0.00, -0.03], [0.00, 0.05, 0.05], [0.00, -0.03, 0.00], [0.00, -0.08, 0.06], [-0.05, 0.58, -0.03], [-0.12, -0.18, 0.05], [-0.07, -0.06, -0.02], [0.02, -0.01, 0.02], [-0.03, 0.02, -0.02], [-0.02, -0.02, -0.04], [0.05, 0.05, 0.04], [0.23, 0.10, -0.01], [0.00, -0.15, -0.05], [-0.11, 0.10, -0.01], [0.02, -0.09, -0.06], [-0.01, -0.12, -0.05], [0.10, 0.10, 0.09], [0.01, 0.01, 0.00], [-0.03, -0.02, 0.05], [-0.05, 0.00, -0.04], [0.05, 0.03, 0.01], [0.00, 0.02, -0.01], [0.01, -0.01, 0.00], [-0.01, -0.01, 0.01], [0.00, 0.00, 0.00], [0.04, 0.00, -0.01], [0.01, 0.02, 0.01], [0.00, 0.00, 0.01], [0.00, 0.00, 0.00], [0.01, 0.00, 0.00], [-0.03, -0.01, 0.01], [-0.02, -0.01, -0.01], [-0.01, -0.03, -0.05], [0.01, 0.00, 0.00], [0.00, 0.00, 0.00], [-0.01, -0.01, 0.01], [0.00, 0.01, 0.00], [0.04, -0.02, -0.03], [0.00, 0.02, -0.05], [0.00, 0.00, 0.01], [-0.03, 0.01, 0.03], [0.00, 0.01, 0.05], [-0.01, -0.01, -0.02], [-0.10, 0.07, -0.13], [-0.04, 0.02, -0.01], [-0.04, 0.07, 0.07], [0.01, 0.15, -0.33], [-0.01, -0.16, 0.31], [0.00, 0.04, -0.04], [0.03, -0.25, -0.25], [0.02, -0.09, 0.11], [-0.09, 0.09, 0.15], [0.27, -0.45, -0.52], [-0.05, 0.23, 0.22], [0.02, -0.05, -0.02], [-0.01, 0.00, 0.03], [0.01, 0.01, 0.03], [-0.52, 0.35, 0.09], [0.41, -0.34, 0.16], [-0.06, 0.06, 0.00], [0.02, 0.05, -0.02], [0.22, 0.03, 0.34]]}

=====

Record 2
{"formula": "C37H28N6O5PSn", "method": "wB97M-V/def2-TZVPD", "lumo_ha": [-0.396, -0.440], "energy_ev": -73086.3332, "homo_lumo_gap_ev": [5.4855, 4.0404], "charge": 3, "symbols": ["Sn", "O", "N", "N", "O", "C", "C", "C", "C", "C", "C", "H", "H", "H", "H", "H", "O", "N", "C", "C", "C", "C", "C", "C", "C", "P", "C", "C", "C", "C", "C", "C", "C", "C", "C", "C", "C", "C", "H", "H", "H", "H", "H", "H", "H", "H", "H", "H", "H", "H", "H", "H", "H", "H", "O", "N", "O", "C", "C", "C", "C", "C", "C", "N", "C", "C", "N", "C", "C", "C", "C", "H", "H", "H", "H", "H", "H", "H"], "positions_angstrom": [[0.152, -0.113, 1.277], [-0.223, 0.583, 3.384], [-0.044, -0.210, 4.433], [0.181, -1.458, 4.148], [0.233, -1.891, 2.850], [0.455, -2.333, 5.160], [0.826, -3.634, 4.725], [1.286, -4.457, 5.742], [1.280, -4.048, 7.100], [0.765, -2.804, 7.479], [0.387, -1.897, 6.489], [0.902, -3.874, 3.685], [1.671, -5.474, 5.513], [1.611, -4.751, 7.826], [0.716, -2.487, 8.487], [0.009, -0.864, 6.691], [3.994, 2.193, 1.627], [3.155, 1.061, 1.780], [3.310, 0.295, 0.791], [3.895, 0.628, -0.500], [5.265, 0.875, -0.619], [5.789, 1.455, -1.752], [4.989, 1.725, -2.868], [3.638, 1.456, -2.790], [3.112, 0.915, -1.589], [1.336, 0.836, -1.404], [0.810, -0.043, -2.843], [0.524, -1.423, -2.736], [0.166, -2.137, -3.881], [0.056, -1.485, -5.114], [0.375, -0.134, -5.225], [0.736, 0.603, -4.104], [0.639, 2.528, -1.629], [1.318, 3.664, -1.188], [0.766, 4.930, -1.426], [-0.364, 5.095, -2.177], [-1.020, 3.965, -2.677], [-0.510, 2.716, -2.424], [3.762, 2.769, 2.373], [2.929, -0.748, 0.951], [5.945, 0.633, 0.179], [6.844, 1.618, -1.774], [5.402, 2.058, -3.820], [2.928, 1.713, -3.581], [0.717, -1.956, -1.790], [0.051, -3.230, -3.850], [-0.204, -1.979, -6.024], [0.419, 0.309, -6.202], [1.032, 1.676, -4.216], [2.335, 3.576, -0.769], [1.265, 5.777, -1.039], [-0.685, 6.080, -2.471], [-1.878, 4.064, -3.344], [-0.970, 1.844, -2.879], [-4.744, -2.550, -3.148], [-5.208, -1.601, -2.489], [-6.285, -0.947, -2.825], [-4.581, -1.090, -1.353], [-4.949, 0.164, -0.864], [-4.066, 0.861, 0.012], [-4.349, 2.120, 0.568], [-3.445, 2.709, 1.467], [-2.243, 2.084, 1.721], [-1.918, 0.947, 1.137], [-2.807, 0.258, 0.344], [-2.522, -1.085, -0.018], [-1.380, -1.702, 0.407], [-1.256, -3.026, 0.298], [-2.317, -3.821, -0.214], [-3.417, -3.170, -0.779], [-3.489, -1.777, -0.759], [-5.855, 0.645, -1.145], [-5.265, 2.647, 0.265], [-3.606, 3.706, 1.898], [-1.534, 2.522, 2.395], [-0.357, -3.547, 0.613], [-2.232, -4.907, -0.238], [-4.250, -3.650, -1.281]], "atomic_forces_ev_per_a": [[-0.76, -0.65, 0.27], [0.48, -2.72, 2.97], [-0.53, 2.63, -2.37], [-0.06, -0.04, -3.75], [-0.18, 1.44, 2.09], [0.01, -0.59, -1.18], [0.98, -0.38, 2.21], [0.05, -0.74, -1.07], [-0.73, 0.31, -0.72], [-0.08, 1.08, -1.47], [-0.20, 0.18, 1.60], [-0.19, -0.15, -0.16], [-0.33, 0.89, 0.11], [0.31, -0.33, 0.61], [0.00, 0.03, 0.92], [0.51, -1.22, 0.05], [-1.33, -0.12, 0.19], [1.52, 0.93, 0.66], [-0.80, -2.13, -0.02], [1.88, 0.65, -0.12], [0.10, 0.00, 0.01], [-0.29, -0.50, -0.42], [-0.13, -0.28, -0.20], [-0.70, -0.09, 0.50], [-0.22, 0.60, 0.01], [-0.48, 1.77, -1.45], [-0.90, -0.84, -0.64], [0.44, 0.10, -0.42], [0.04, -0.40, -0.15], [0.36, 0.51, 0.71], [0.28, -0.07, 0.64], [0.31, 0.32, 0.11], [0.46, -0.32, -0.28], [0.36, 0.12, 0.27], [0.78, -0.97, 0.36], [-0.61, -0.48, -0.57], [-0.06, 0.33, -0.48], [-0.39, -0.91, 0.54], [0.06, -0.18, -0.09], [-0.03, 1.00, -0.22], [-0.02, 0.02, 0.32], [0.50, 0.23, -0.18], [0.01, 0.19, 0.43], [0.68, -0.20, 0.14], [-0.30, 0.30, -0.47], [-0.12, 0.62, 0.12], [-0.16, -0.61, -0.20], [-0.18, 0.28, -0.23], [-0.51, -1.17, 0.12], [-0.70, 0.09, 0.15], [0.59, 0.80, 0.19], [-0.22, 0.19, 0.20], [0.23, 0.02, 0.25], [-0.20, 0.19, 0.19], [-0.57, 1.90, 1.66], [-4.87, 0.28, -3.92], [3.69, -2.53, 0.94], [0.50, 2.85, 2.15], [1.03, -1.46, -0.51], [1.16, -0.98, 0.54], [0.39, 0.85, 0.48], [-1.23, 0.49, -0.90], [-0.09, -0.07, -0.37], [0.29, -1.75, -0.43], [-0.36, 2.06, 0.77], [-0.02, -0.70, -0.49], [0.05, 0.20, 0.49], [-1.22, -0.34, -0.51], [-0.29, 0.81, -0.51], [0.94, -0.86, 0.00], [0.61, -0.18, 0.30], [-0.52, 0.16, -0.55], [0.38, -0.29, 0.31], [-0.21, -0.59, -0.15], [0.36, 0.13, 0.16], [0.07, 0.53, 0.14], [-0.01, 0.32, 0.09], [0.38, -0.58, 0.25]]}

=====

Record 3
{"formula": "C37H29Cl3GeN9ORuS2", "method": "wB97M-V/def2-TZVPD", "lumo_ha": [-0.016, -0.017], "energy_ev": -172634.4779, "s2": 0.757, "multiplicity": 2, "homo_lumo_gap_ev": [5.1847, 6.5890], "symbols": ["Ru", "N", "C", "N", "C", "N", "C", "C", "N", "C", "C", "N", "H", "H", "H", "H", "H", "Cl", "C", "C", "C", "Cl", "C", "O", "C", "Cl", "C", "H", "H", "N", "C", "N", "C", "C", "S", "C", "C", "S", "C", "N", "N", "H", "H", "H", "H", "H", "H", "C", "Ge", "C", "C", "C", "C", "C", "C", "C", "C", "C", "C", "C", "C", "C", "C", "C", "C", "C", "C", "H", "H", "H", "H", "H", "H", "H", "H", "H", "H", "H", "H", "H", "H", "H", "H"], "positions_angstrom": [[0.640, -0.982, -1.041], [-3.451, -1.518, -0.052], [-2.295, -0.912, 0.247], [-1.381, -1.313, -0.613], [-2.049, -2.193, -1.423], [-3.319, -2.331, -1.116], [-1.320, -2.871, -2.488], [-1.887, -3.792, -3.363], [-1.175, -4.393, -4.306], [0.120, -4.091, -4.364], [0.700, -3.186, -3.490], [-0.016, -2.563, -2.563], [-4.340, -1.429, 0.410], [-2.152, -0.232, 1.070], [-2.939, -4.040, -3.292], [0.713, -4.584, -5.124], [1.759, -2.957, -3.526], [-2.254, -6.863, 2.556], [-1.221, -5.643, 1.877], [-1.194, -4.379, 2.430], [-0.376, -3.407, 1.872], [-0.230, -1.877, 2.653], [0.417, -3.635, 0.727], [1.146, -2.745, 0.121], [0.384, -4.969, 0.249], [1.409, -5.377, -1.094], [-0.412, -5.956, 0.794], [-1.782, -4.142, 3.306], [-0.404, -6.951, 0.374], [-1.752, 0.325, -3.523], [-0.421, 0.499, -3.744], [0.518, 0.243, -2.875], [1.776, 0.437, -3.451], [1.771, 0.901, -4.718], [0.151, 1.100, -5.268], [2.939, 0.012, -2.675], [4.251, 0.253, -2.890], [5.187, -0.531, -1.669], [3.731, -1.112, -0.923], [2.651, -0.765, -1.576], [3.714, -1.809, 0.232], [-1.998, -0.189, -2.692], [-2.351, 0.190, -4.318], [2.609, 1.084, -5.368], [4.707, 0.850, -3.660], [4.568, -2.251, 0.521], [2.834, -2.300, 0.422], [1.038, 0.439, 0.281], [0.160, 1.849, 1.255], [1.399, 3.387, 1.395], [1.812, 3.947, 2.603], [2.681, 5.033, 2.629], [3.150, 5.579, 1.444], [2.749, 5.034, 0.232], [1.884, 3.949, 0.213], [-1.461, 2.661, 0.486], [-1.926, 2.303, -0.771], [-3.038, 2.915, -1.335], [-3.707, 3.909, -0.635], [-3.240, 4.301, 0.616], [-2.123, 3.686, 1.164], [-0.337, 1.410, 3.124], [-1.642, 1.464, 3.607], [-1.945, 1.101, 4.914], [-0.938, 0.686, 5.772], [0.373, 0.632, 5.313], [0.665, 0.985, 4.004], [2.067, 0.471, 0.670], [1.448, 3.541, 3.539], [2.988, 5.454, 3.579], [3.824, 6.427, 1.464], [3.111, 5.455, -0.699], [1.581, 3.527, -0.741], [-1.374, 1.552, -1.316], [-3.370, 2.630, -2.327], [-4.575, 4.389, -1.067], [-3.741, 5.093, 1.158], [-1.757, 4.016, 2.131], [-2.446, 1.799, 2.958], [-2.970, 1.147, 5.263], [-1.170, 0.405, 6.791], [1.166, 0.304, 5.974], [1.690, 0.911, 3.653]], "atomic_forces_ev_per_a": [[-0.17, -0.55, -0.86], [0.05, 0.02, 0.00], [0.04, -0.04, 0.04], [-0.09, 0.19, -0.13], [-0.14, 0.09, 0.31], [0.05, -0.09, -0.05], [0.29, -0.27, -0.24], [-0.10, 0.06, 0.11], [0.14, -0.02, -0.08], [-0.17, 0.02, 0.05], [0.10, 0.09, -0.05], [-0.12, 0.02, 0.28], [0.01, -0.02, 0.00], [0.01, 0.03, -0.01], [0.00, 0.01, 0.03], [0.00, -0.01, 0.00], [-0.02, 0.02, 0.01], [-0.06, -0.06, 0.04], [0.12, -0.05, -0.16], [0.07, 0.16, 0.00], [0.13, -0.18, -0.08], [-0.10, 0.21, 0.05], [-0.12, -0.11, -0.43], [0.19, 0.44, 0.43], [-0.13, 0.08, 0.10], [0.02, -0.04, -0.03], [-0.08, 0.02, 0.08], [-0.01, -0.02, 0.00], [-0.02, -0.01, 0.02], [0.00, 0.10, 0.12], [0.00, 0.00, -0.13], [0.28, -0.20, 0.33], [0.09, 0.14, -0.08], [-0.04, -0.04, 0.08], [-0.09, -0.02, 0.10], [-0.05, 0.18, -0.02], [-0.12, -0.02, -0.01], [0.03, 0.04, 0.06], [0.14, -0.16, 0.18], [-0.26, -0.11, 0.08], [0.23, 0.04, -0.28], [0.00, 0.06, 0.03], [0.00, 0.01, 0.00], [0.02, 0.01, 0.01], [0.03, -0.01, -0.01], [-0.01, 0.02, 0.04], [-0.20, 0.00, 0.04], [-0.11, 0.27, 0.30], [0.08, 0.16, 0.08], [0.01, -0.13, 0.03], [-0.04, 0.03, -0.06], [-0.01, -0.01, 0.00], [0.00, 0.00, 0.00], [-0.01, -0.02, -0.01], [0.02, -0.03, -0.01], [0.07, 0.00, 0.09], [0.02, -0.02, -0.02], [-0.05, 0.02, -0.09], [0.04, 0.00, 0.03], [0.02, -0.04, -0.03], [-0.05, 0.03, -0.03], [0.15, -0.05, -0.06], [-0.05, -0.05, -0.03], [0.01, 0.01, 0.02], [0.02, 0.01, -0.02], [-0.02, 0.00, -0.03], [-0.04, -0.03, -0.03], [0.03, -0.06, -0.10], [-0.01, -0.02, 0.03], [0.00, 0.00, 0.00], [0.01, 0.00, 0.00], [0.00, 0.00, 0.00], [0.01, 0.00, -0.01], [0.00, -0.12, -0.12], [0.00, -0.02, 0.03], [0.00, 0.01, 0.00], [-0.01, 0.01, 0.00], [-0.01, 0.00, 0.00], [0.01, -0.02, 0.00], [0.00, 0.00, 0.01], [0.00, 0.00, 0.01], [0.00, 0.00, 0.01], [-0.01, 0.01, 0.01]]}

=====

Taking the records one at a time from the top gives relative energy (zero: lowest compared OMol25 entry of this formula, charge and spin) values of 2.372, 0.432, 0.765 eV.